C5H13NO | the ωB97M-V functional and the def2-TZVPD basis

Results
- frontier orbital gap (eV) = 10.1
- DFT total energy (a.u.) = -328.28328
- net charge = 0
- energy above the lowest of the compared OMol25 structures with the same formula, charge and spin (kJ/mol) = 93.4
- SMILES = CCN[C@H](C)CO

CARTESIAN COORDINATES (ANGSTROEM)
C 2.6964 -0.5520 1.0445
C 1.3340 -0.8945 0.4513
N 0.3659 0.1785 0.6571
C -0.6302 0.2556 -1.6503
C -0.8484 0.0308 -0.1656
C -1.9360 0.9225 0.4042
O -3.1713 0.7908 -0.2763
H 2.5774 -0.3206 2.0990
H 3.3170 -1.4338 0.9146
H 3.1428 0.3031 0.5314
H 1.4864 -1.1678 -0.6016
H 0.9472 -1.7759 0.9493
H 0.7838 1.0408 0.3159
H -0.0745 -0.5471 -2.1293
H -1.5687 0.3894 -2.1968
H -0.0794 1.1697 -1.8630
H -1.1440 -1.0212 -0.0800
H -1.6334 1.9614 0.2484
H -2.0672 0.7717 1.4719
H -3.4978 -0.1017 -0.1246